Entry 1:
{
  "formula": "C32H61N7O11",
  "method": "ωB97M-V/def2-TZVPD",
  "elements": ["C", "C", "C", "C", "C", "C", "O", "O", "C", "O", "O", "C", "C", "C", "C", "C", "N", "C", "C", "O", "C", "C", "O", "C", "N", "H", "H", "H", "H", "H", "H", "H", "H", "H", "H", "H", "H", "H", "H", "H", "H", "H", "H", "H", "H", "H", "H", "H", "H", "H", "H", "C", "N", "C", "C", "O", "H", "H", "H", "H", "H", "H", "H", "C", "N", "C", "C", "O", "H", "H", "H", "H", "H", "H", "H", "C", "N", "C", "C", "O", "H", "H", "H", "H", "H", "H", "H", "C", "N", "C", "C", "O", "H", "H", "H", "H", "H", "H", "H", "C", "N", "C", "C", "O", "H", "H", "H", "H", "H", "H", "H"],
  "positions_angstrom": [[-5.37120, -0.15208, -0.73487], [-4.94118, 0.16782, -1.81386], [-4.46394, 0.58617, -3.14005], [-3.47367, 1.76067, -3.09979], [-4.26054, 3.04320, -2.75252], [-4.63897, 3.86024, -3.96609], [-4.46953, 5.05269, -4.02469], [-3.00555, 1.87655, -4.46486], [-1.68923, 2.21483, -4.46467], [-1.12913, 2.71756, -5.38819], [-1.12780, 1.87533, -3.30115], [-2.12857, 1.55105, -2.29716], [-1.89607, 0.11383, -1.79917], [-0.42161, -0.32423, -1.76664], [-0.28750, -1.86171, -1.63670], [0.35165, -2.54828, -2.86766], [1.59245, -3.27376, -2.52902], [1.51974, -4.67591, -2.59561], [1.48291, -5.45299, -1.30321], [1.45264, -5.23664, -3.67030], [-1.90072, 2.50241, -1.11401], [-1.51184, 3.95047, -1.44275], [-0.10522, 4.04298, -1.25238], [-2.27093, 5.01542, -0.62718], [-2.64171, 6.21020, -1.39640], [-5.69816, -0.52836, 0.21018], [-5.33300, 0.92071, -3.71852], [-4.02324, -0.25547, -3.67609], [-3.75504, 3.70206, -2.05599], [-5.20668, 2.75629, -2.27303], [-5.12336, 3.32764, -4.80264], [-2.46079, -0.61972, -2.37350], [-2.24895, 0.09690, -0.76406], [0.10150, 0.00291, -2.66338], [0.04627, 0.12915, -0.88898], [0.29344, -2.12207, -0.74746], [-1.27379, -2.30437, -1.46093], [0.56057, -1.80690, -3.64439], [-0.33846, -3.26982, -3.31297], [1.94512, -2.96282, -1.63157], [1.19490, -4.85110, -0.44448], [2.48214, -5.86096, -1.11329], [0.79742, -6.28956, -1.43438], [-1.06083, 2.08205, -0.55485], [-2.76962, 2.43085, -0.45480], [-1.73398, 4.15563, -2.50104], [0.12070, 4.95129, -1.01463], [-1.62600, 5.30967, 0.21097], [-3.16664, 4.57952, -0.17001], [-3.64560, 6.32538, -1.41934], [-2.36870, 6.11455, -2.36694], [5.78043, -0.40036, 0.94823], [4.45558, -0.98430, 1.00102], [4.05274, -2.19669, 0.54122], [5.08972, -3.07745, -0.11555], [2.88930, -2.55106, 0.65781], [6.14956, -0.18243, 1.95184], [5.77166, 0.52841, 0.37602], [6.47204, -1.08708, 0.47165], [3.71303, -0.44359, 1.41603], [4.60164, -3.99696, -0.42424], [5.51697, -2.59185, -0.99332], [5.89724, -3.31712, 0.57770], [-0.61495, -4.14760, 4.43888], [-0.23826, -4.33486, 3.05746], [-1.02445, -4.28437, 1.95473], [-2.49827, -4.00586, 2.15115], [-0.55186, -4.46611, 0.84491], [-0.06391, -3.31476, 4.88371], [-0.39807, -5.04578, 5.02018], [-1.67712, -3.93425, 4.51474], [0.72490, -4.56844, 2.86176], [-2.96973, -4.00203, 1.17330], [-2.96137, -4.77551, 2.77040], [-2.65693, -3.03636, 2.62261], [4.91866, -5.48783, 6.25220], [3.80605, -6.08088, 5.53938], [3.14454, -5.59226, 4.45848], [3.59798, -4.26039, 3.90216], [2.21953, -6.21395, 3.96075], [5.79234, -6.14084, 6.22201], [4.66016, -5.30869, 7.29715], [5.18740, -4.53873, 5.80036], [3.45687, -6.97151, 5.85691], [2.98269, -4.01783, 3.03930], [3.49566, -3.46903, 4.64625], [4.63878, -4.30921, 3.57896], [-2.49258, 1.22748, 4.89512], [-2.30163, 0.78032, 3.53040], [-3.14543, 0.91251, 2.47427], [-4.45998, 1.61816, 2.71436], [-2.83735, 0.48040, 1.37506], [-1.71750, 1.93973, 5.18183], [-2.45859, 0.38482, 5.58788], [-3.45690, 1.71390, 4.99815], [-1.43879, 0.31289, 3.29867], [-5.00167, 1.64706, 1.77336], [-5.05890, 1.09188, 3.45866], [-4.29735, 2.63942, 3.06062], [4.22439, 6.10264, -3.76207], [3.60490, 6.16257, -2.45446], [2.37971, 6.64722, -2.12686], [1.52800, 7.20438, -3.24382], [1.98639, 6.62147, -0.97087], [4.44417, 5.07072, -4.04007], [5.15652, 6.67030, -3.77745], [3.55869, 6.52016, -4.50986], [4.11790, 5.80031, -1.66657], [0.59078, 7.54341, -2.81274], [2.02122, 8.04628, -3.73098], [1.31971, 6.44026, -3.99375]],
  "forces_ev_per_angstrom": [[0.291, -0.020, -0.533], [-0.287, -0.010, 0.390], [-0.074, -0.077, 0.296], [-0.062, -0.083, -0.197], [-0.171, 0.005, 0.169], [0.010, 0.259, -0.023], [-0.022, -0.229, 0.016], [0.022, 0.374, 0.203], [0.167, -0.099, -0.190], [-0.076, -0.230, 0.128], [-0.264, 0.262, -0.048], [0.129, -0.175, 0.065], [0.264, 0.112, 0.111], [-0.167, -0.321, 0.264], [-0.111, -0.006, -0.107], [0.087, 0.028, -0.214], [0.005, -0.078, 0.440], [-0.022, -0.008, -0.500], [0.591, 0.055, 0.143], [-0.321, 0.123, 0.211], [0.113, -0.164, 0.054], [-0.099, 0.034, -0.120], [-0.047, 0.144, 0.059], [-0.035, 0.047, 0.204], [0.021, -0.039, -0.015], [0.058, 0.167, -0.162], [0.137, -0.076, -0.060], [-0.013, 0.025, 0.063], [-0.006, -0.020, -0.118], [0.111, -0.001, 0.024], [0.021, -0.050, 0.018], [0.016, 0.064, -0.068], [-0.286, -0.251, -0.246], [0.052, 0.117, 0.092], [0.144, 0.176, -0.224], [-0.017, 0.045, -0.076], [0.079, 0.050, 0.038], [0.004, 0.002, 0.054], [0.089, 0.053, -0.002], [-0.204, -0.126, 0.137], [-0.061, -0.055, -0.114], [-0.080, -0.078, -0.026], [0.066, 0.043, 0.040], [-0.098, 0.082, 0.037], [0.026, -0.001, -0.047], [0.084, -0.036, 0.015], [0.186, 0.043, -0.098], [-0.026, -0.078, -0.034], [0.068, -0.005, -0.060], [0.009, 0.028, 0.008], [0.034, -0.006, 0.001], [-0.112, 0.033, 0.015], [0.044, -0.022, 0.065], [0.039, 0.015, -0.060], [-0.052, -0.032, -0.006], [-0.076, -0.024, -0.009], [0.029, -0.019, -0.004], [0.025, -0.010, -0.024], [0.017, 0.002, -0.004], [-0.016, 0.017, -0.027], [-0.021, 0.004, 0.007], [0.030, 0.000, 0.010], [0.029, 0.018, -0.024], [0.082, -0.107, -0.054], [0.063, 0.141, -0.033], [-0.009, 0.005, 0.047], [0.005, -0.018, -0.043], [-0.140, 0.045, -0.029], [-0.039, 0.025, 0.007], [-0.025, -0.002, 0.011], [-0.005, 0.009, 0.019], [-0.027, -0.179, 0.059], [0.019, -0.005, -0.013], [-0.009, 0.025, 0.021], [-0.018, 0.042, 0.043], [-0.064, -0.103, -0.002], [0.026, 0.022, 0.038], [0.028, 0.028, -0.053], [-0.078, -0.032, -0.060], [-0.086, 0.119, 0.014], [0.023, 0.025, -0.014], [0.008, 0.035, -0.001], [0.014, 0.012, 0.007], [0.001, -0.010, -0.008], [0.024, 0.001, -0.023], [0.068, 0.008, 0.003], [0.021, 0.046, 0.047], [0.082, -0.053, -0.066], [-0.018, -0.027, 0.030], [0.075, 0.039, 0.034], [-0.005, -0.008, -0.058], [-0.056, -0.010, 0.068], [-0.025, 0.030, 0.009], [-0.035, 0.010, 0.012], [-0.007, 0.008, 0.016], [0.008, -0.002, -0.014], [0.013, -0.014, -0.016], [-0.007, 0.032, 0.018], [-0.015, -0.003, 0.036], [0.025, -0.039, 0.100], [0.015, 0.066, 0.012], [-0.049, -0.056, -0.131], [-0.032, -0.012, 0.040], [-0.090, -0.091, 0.087], [-0.027, 0.002, -0.031], [-0.013, 0.022, -0.025], [0.001, -0.003, -0.018], [-0.008, -0.018, 0.005], [0.003, 0.004, 0.026], [-0.002, -0.015, -0.033], [0.015, 0.008, -0.021]],
  "lumo_ha": 0.0057,
  "fmax_ev_per_a": 0.61,
  "smiles": "C#CC[C@]1(CC=O)OC(=O)O[C@@]1(CCCCNC(C)=O)C[C@H](O)CN.CNC(C)=O.CNC(C)=O.CNC(C)=O.CNC(C)=O.CNC(C)=O"
}



Entry 2:
{
  "formula": "C32H62BN2O6PS",
  "method": "ωB97M-V/def2-TZVPD",
  "elements": ["C", "C", "O", "C", "C", "C", "N", "P", "S", "C", "C", "N", "B", "O", "O", "C", "C", "C", "C", "C", "O", "C", "C", "C", "C", "C", "C", "C", "C", "O", "O", "H", "H", "H", "H", "H", "H", "H", "H", "H", "H", "H", "H", "H", "H", "H", "H", "H", "H", "H", "H", "H", "H", "H", "H", "H", "H", "H", "H", "H", "H", "H", "H", "H", "H", "C", "C", "C", "C", "C", "C", "H", "H", "H", "H", "H", "H", "H", "H", "H", "H", "H", "H", "H", "H", "C", "C", "C", "C", "C", "C", "H", "H", "H", "H", "H", "H", "H", "H", "H", "H", "H", "H", "H", "H"],
  "positions_angstrom": [[-1.75016, 2.57818, 3.07974], [-2.51224, 2.23925, 1.79523], [-3.14814, 0.97254, 1.90441], [-2.64066, -0.01822, 1.03583], [-1.38648, -0.63082, 1.64275], [-0.56950, -1.63054, 0.84456], [-1.32116, -2.81669, 0.32735], [-2.31777, -2.56080, -1.14746], [-1.47129, -1.69212, -2.61126], [-2.06833, -3.49713, 1.43843], [-1.07420, -3.91412, 2.52963], [-0.01285, -2.98802, 2.82003], [0.36028, -2.70452, 4.19657], [0.04383, -1.47374, 4.80488], [1.03062, -3.63063, 4.93206], [0.66074, -3.85127, 6.28925], [0.55686, -2.24487, 1.69771], [1.55189, -1.19318, 2.17309], [2.20779, -0.37616, 1.06131], [3.55335, 0.15960, 1.51600], [1.30604, 0.67328, 0.69990], [1.83484, 1.67543, -0.14109], [2.47687, 1.15285, -1.39792], [3.67276, 1.69154, -1.84739], [4.26328, 1.23169, -3.01716], [3.65283, 0.22607, -3.74866], [2.45462, -0.31411, -3.30537], [1.87208, 0.14256, -2.13834], [1.36377, -3.28425, 0.79399], [1.05977, -3.22274, -0.43160], [2.14647, -4.02952, 1.39124], [-1.97591, 3.58737, 3.41572], [-2.09724, 1.90584, 3.86083], [-0.67426, 2.46506, 2.97410], [-1.84222, 2.28329, 0.93616], [-3.28651, 2.99553, 1.66832], [-3.44970, -0.74193, 0.94325], [-2.42961, 0.41498, 0.05223], [-1.67489, -1.04241, 2.61087], [-0.72126, 0.19793, 1.86243], [-0.15598, -1.13128, -0.02357], [-0.58748, -3.48410, -0.01458], [-3.47900, -1.98910, -0.63078], [-2.63025, -3.90442, -1.37455], [-2.91089, -2.88850, 1.75301], [-2.46840, -4.42395, 1.02982], [-1.64194, -4.14366, 3.43105], [-0.66076, -4.87902, 2.19753], [-0.89454, -1.39757, 4.99437], [-0.33804, -3.47891, 6.51287], [1.36853, -3.37367, 6.96124], [0.65875, -4.92461, 6.45569], [2.35969, -1.73125, 2.66926], [1.10594, -0.48881, 2.87261], [2.38540, -1.01149, 0.18822], [3.42962, 0.95699, 2.24964], [4.14507, -0.64151, 1.94894], [4.12368, 0.56802, 0.68330], [0.97760, 2.29301, -0.41611], [2.52812, 2.33418, 0.38664], [4.14622, 2.48232, -1.28076], [5.20182, 1.65654, -3.34003], [4.11376, -0.12707, -4.65955], [1.97294, -1.10087, -3.86743], [0.94943, -0.29691, -1.78899], [-8.12760, 7.26441, 0.30640], [-6.79377, 7.37867, -0.42606], [-6.12068, 6.03123, -0.68169], [-5.75296, 5.24759, 0.57968], [-4.83222, 5.98689, 1.54929], [-3.47072, 6.33185, 0.95212], [-8.00911, 6.81882, 1.29509], [-8.58279, 8.24583, 0.44362], [-8.82899, 6.64708, -0.25854], [-6.12291, 8.03386, 0.13618], [-6.95905, 7.86915, -1.38851], [-5.22375, 6.19182, -1.28591], [-6.78619, 5.41255, -1.29166], [-5.27209, 4.31095, 0.27793], [-6.66481, 4.95811, 1.10874], [-4.68379, 5.35636, 2.43062], [-5.31580, 6.89897, 1.90853], [-2.95347, 5.42622, 0.62601], [-2.84090, 6.83280, 1.68832], [-3.55934, 6.99605, 0.09173], [5.76962, -4.22403, -6.16366], [4.40796, -4.06054, -5.49439], [4.27176, -2.76574, -4.69564], [5.24457, -2.62621, -3.52352], [5.16613, -3.75448, -2.49528], [3.80723, -3.85549, -1.80737], [6.57631, -4.25845, -5.43031], [5.81354, -5.14833, -6.74162], [5.96989, -3.39423, -6.84521], [4.21176, -4.92008, -4.84874], [3.63140, -4.07558, -6.26430], [3.24663, -2.68392, -4.32479], [4.41764, -1.91641, -5.37282], [5.04636, -1.67280, -3.02205], [6.26800, -2.55789, -3.90561], [5.93665, -3.58435, -1.73791], [5.41458, -4.70944, -2.96890], [3.55860, -2.92868, -1.28998], [3.79504, -4.65132, -1.06394], [3.00372, -4.06081, -2.51534]],
  "forces_ev_per_angstrom": [[-0.116, -0.119, -0.004], [0.129, 0.388, 0.660], [-0.100, 0.019, -0.368], [0.122, 0.146, 0.130], [-0.517, -0.173, 0.235], [0.443, 0.588, 0.229], [-1.840, -0.227, 0.359], [0.592, -0.035, -0.591], [-0.077, 0.181, 0.134], [0.153, -0.251, -0.255], [0.698, -0.830, -0.101], [-0.419, 1.176, 0.244], [0.091, 0.383, 0.002], [0.030, -0.491, 0.338], [-0.732, -0.494, -0.107], [0.297, 0.112, 0.011], [0.029, -0.505, -0.231], [0.140, 0.220, -0.261], [0.348, -0.250, 0.040], [0.087, 0.258, -0.035], [-0.182, -0.020, 0.174], [-0.214, 0.146, -0.315], [0.050, 0.010, -0.088], [0.025, -0.022, -0.073], [-0.124, 0.038, 0.093], [0.013, 0.342, -0.049], [-0.084, -0.004, -0.071], [0.060, 0.088, 0.077], [0.431, -0.246, 0.719], [-0.085, -0.556, -0.302], [-0.382, 0.561, -0.508], [0.130, 0.150, -0.056], [0.034, -0.062, 0.099], [0.100, -0.032, 0.029], [-0.048, -0.115, -0.174], [-0.191, -0.097, -0.242], [-0.057, -0.076, -0.056], [-0.058, -0.083, -0.158], [0.067, -0.100, 0.057], [0.245, 0.015, -0.074], [0.163, -0.107, -0.131], [0.887, 0.505, -0.348], [-0.097, -0.139, 0.214], [-0.190, -0.125, 0.244], [0.145, 0.324, 0.152], [-0.184, -0.002, -0.074], [-0.072, 0.041, 0.075], [0.089, -0.025, -0.079], [-0.062, 0.341, -0.249], [-0.058, 0.144, -0.019], [0.070, 0.022, 0.080], [0.115, -0.088, 0.044], [-0.093, -0.140, 0.192], [-0.026, -0.039, 0.162], [-0.092, -0.077, -0.066], [-0.029, -0.046, 0.184], [0.037, -0.079, 0.066], [0.008, -0.003, -0.061], [-0.089, 0.024, 0.038], [0.130, -0.081, 0.128], [0.074, 0.041, 0.084], [0.079, 0.025, -0.090], [-0.062, 0.050, 0.044], [-0.049, -0.016, -0.011], [-0.096, -0.057, 0.014], [0.060, 0.050, 0.001], [-0.083, -0.026, -0.017], [0.041, 0.000, 0.002], [-0.037, 0.001, 0.010], [0.075, -0.058, -0.040], [-0.053, 0.006, 0.092], [-0.004, -0.011, 0.004], [-0.018, -0.002, -0.004], [-0.003, -0.027, 0.013], [0.021, -0.005, -0.008], [0.016, 0.025, 0.002], [0.005, -0.008, 0.000], [-0.011, 0.007, -0.007], [0.010, 0.000, 0.008], [-0.008, -0.004, -0.007], [-0.007, 0.023, 0.024], [-0.028, -0.006, 0.003], [0.018, 0.014, -0.037], [0.034, -0.013, -0.014], [-0.007, -0.006, -0.015], [-0.051, -0.051, 0.035], [0.036, 0.030, -0.079], [0.024, -0.101, 0.004], [0.079, -0.027, 0.012], [-0.080, 0.030, 0.047], [0.210, -0.061, -0.087], [0.008, 0.009, 0.004], [0.007, 0.008, -0.015], [0.021, 0.019, 0.012], [-0.014, 0.009, 0.023], [-0.014, -0.022, 0.008], [0.088, -0.082, -0.029], [0.011, -0.162, -0.065], [0.051, -0.152, 0.018], [0.005, -0.001, -0.024], [0.016, -0.016, -0.012], [0.025, 0.001, -0.005], [-0.049, 0.032, -0.019], [-0.043, 0.027, 0.047], [-0.038, 0.023, 0.009]],
  "lumo_ha": -0.0001,
  "fmax_ev_per_a": 1.89,
  "smiles": "CCOCC[C@@H]1[N@H+]([PH2]=S)CCN(B(O)OC)[C@@]1(C[C@H](C)OCc1ccccc1)C(=O)[O-].CCCCCC.CCCCCC"
}